Record 1
Formula: C25H43F3InP2
Source: the Open Molecules 2025 dataset
Level of theory: ωB97M-V/def2-TZVPD

Geometry as XYZ:
```
74
Properties=species:S:1:pos:R:3:forces:R:3:lowdin_charge:R:1
In -2.4742 0.7193 -1.2380 4.16 -0.29 -0.58 0.788
C 0.8871 1.8767 1.6217 -1.57 -1.65 1.46 -0.176
C -0.0610 1.1402 2.4189 1.61 0.71 -1.68 -0.224
C 1.7782 -0.1938 2.0905 1.36 1.15 -1.25 -0.219
C 2.0251 1.0256 1.4390 0.62 -2.47 0.75 -0.198
C 0.4992 -0.1421 2.6866 -1.23 1.64 0.07 -0.182
C 0.7822 3.2302 1.0873 -0.11 0.99 -0.39 -0.036
H -0.1791 3.6753 1.3544 0.12 0.13 -0.05 0.065
H 0.8722 3.2479 -0.0191 0.06 -0.06 0.47 0.096
H 1.5840 3.8868 1.4831 -0.35 -0.28 -0.20 0.105
C 3.2299 1.3366 0.6277 0.29 -0.23 -0.17 -0.027
H 3.4141 2.4122 0.5953 0.10 -0.06 -0.04 0.075
H 3.0912 0.9857 -0.4106 0.11 0.15 0.27 0.086
H 4.1268 0.8307 1.0330 -0.40 0.28 -0.22 0.086
C 2.6541 -1.3976 2.0668 0.07 -0.09 -0.19 -0.037
H 3.6913 -1.1201 2.2697 -0.01 -0.17 0.02 0.079
H 2.6252 -1.8558 1.0672 0.10 -0.08 0.21 0.083
H 2.3357 -2.1464 2.8022 0.16 0.14 -0.15 0.073
C -0.1577 -1.1783 3.5079 0.07 -0.58 0.10 -0.028
H 0.3155 -1.2562 4.4987 -0.10 0.01 -0.17 0.104
H -0.0557 -2.1666 3.0381 0.00 0.10 0.14 0.079
H -1.2210 -0.9823 3.6591 0.11 0.05 0.02 0.068
C -1.3071 1.7041 2.9319 -0.96 0.31 0.81 -0.073
H -1.1515 2.1135 3.9450 -0.30 -0.01 -0.22 0.095
H -2.0853 0.9357 3.0167 -0.06 0.18 0.03 0.065
H -1.7017 2.5196 2.3079 0.09 -0.22 0.15 0.065
C -4.6869 1.4090 -4.5274 -0.36 -0.31 -1.74 -0.347
C -4.5173 2.5250 -3.5480 -0.89 1.13 -0.31 -0.276
C -5.7083 2.9102 -2.7194 -0.08 0.04 -0.11 -0.156
C -6.1649 1.7730 -1.7825 0.55 0.49 -0.03 -0.133
C -5.0873 0.7540 -1.5878 -2.38 -2.36 -0.43 -0.220
C -5.0056 -0.3721 -2.3604 -2.59 -0.22 2.20 -0.233
C -5.9123 -0.6801 -3.5490 0.50 0.73 -0.26 -0.135
C -5.9425 0.5184 -4.5609 0.37 -1.02 -0.27 -0.136
H -6.4820 3.1156 -3.4750 -0.16 0.17 0.46 0.129
H -7.0615 1.2991 -2.1711 0.00 -0.22 -0.02 0.117
H -5.5464 3.8151 -2.1320 0.18 0.00 -0.27 0.117
H -6.8804 1.0530 -4.4964 -0.02 0.48 0.16 0.109
H -4.3186 1.5854 -5.5699 -0.50 0.27 0.77 0.145
H -3.9476 3.3731 -3.9345 -0.12 -0.20 0.20 0.115
H -5.9420 0.0752 -5.5658 -0.18 0.13 0.23 0.117
H -5.6100 -1.5744 -4.1399 0.04 0.42 0.86 0.117
H -4.7420 -1.2564 -1.7849 0.89 0.23 -0.55 0.063
H -6.8902 -0.9089 -3.1052 -0.03 0.10 -0.37 0.130
H -6.4085 2.1270 -0.7800 -0.13 0.32 -0.14 0.130
H -4.5576 0.8199 -0.6255 -0.70 -0.40 -0.16 0.062
P -3.2648 0.9592 -3.5745 2.36 1.21 0.64 0.778
P -2.2819 -2.0395 -1.2772 -1.18 2.16 0.34 0.882
C -2.8007 -0.7697 -3.9720 -0.17 -1.30 -0.04 -0.310
C -2.8483 -2.0888 -3.0561 -0.15 0.36 -0.51 -0.321
H -1.7788 -0.6222 -4.3183 -0.21 -0.38 -0.40 0.068
H -3.5474 -0.8735 -4.7634 0.67 -0.90 -0.43 0.081
H -3.8564 -2.5467 -3.0795 0.68 0.10 -0.22 0.077
H -2.1368 -2.7483 -3.5651 -0.23 -0.17 0.16 0.091
C -1.1129 -3.3602 -0.9691 0.50 -0.19 -0.01 -0.219
H -0.9513 -3.4205 0.1098 0.06 0.09 -0.12 0.058
H -0.1621 -3.1504 -1.4579 -0.01 0.00 0.02 0.051
H -1.4918 -4.3287 -1.3108 -0.12 0.17 -0.06 0.072
C -3.5789 -2.3036 -0.0065 -0.50 -0.52 0.01 -0.267
H -4.2215 -3.1722 -0.1917 0.08 0.05 0.19 0.064
H -4.2143 -1.4161 0.1399 0.21 -0.37 -0.14 0.025
H -3.0401 -2.4449 0.9447 -0.12 -0.06 -0.35 0.059
C -1.9139 2.0787 -4.1643 0.54 -0.47 -0.86 -0.192
H -1.6069 2.9049 -3.4892 -0.62 -0.76 -0.04 0.062
H -2.2523 2.5440 -5.0967 0.40 -0.12 -0.09 0.061
H -1.0057 1.4822 -4.3256 -0.18 0.21 -0.26 0.048
C -2.9371 2.8789 -1.0998 1.47 0.06 1.21 -0.160
H -2.0472 3.1026 -0.4489 -1.47 0.68 -0.13 -0.004
H -3.9192 2.7671 -0.6329 0.49 0.94 0.40 -0.008
H -2.9614 3.5485 -2.0025 0.22 -1.31 0.94 0.029
F 0.8539 1.0974 -2.1671 0.03 -0.51 -0.19 -0.001
C 0.0729 -0.0159 -1.9663 -1.01 1.54 0.94 -0.532
F -0.0069 -0.6467 -3.1934 0.40 -0.20 -0.03 -0.025
F 0.8452 -0.8588 -1.1960 -0.52 0.25 -0.36 0.004
```
Positions in Å, forces in eV/Å.

Properties
ΔE to the lowest compared entry with this formula, charge and spin, kJ/mol: 793.5
Total charge: +1
Highest occupied orbital energy (alpha / beta), eV: -8.967 / -8.886
F_max, eV/Å: 4.2
HOMO-LUMO gap (alpha / beta), eV: 4.738 / 4.796
E_tot, hartree: -2150.24133


Record 2
Formula: C28H46NO2P2Pt
Source: the Open Molecules 2025 dataset
Level of theory: ωB97M-V/def2-TZVPD

Geometry as XYZ:
```
80
Properties=species:S:1:pos:R:3:forces:R:3:mulliken_spin:R:1
Pt 0.5795 -0.9981 0.4562 -0.74 -0.91 0.22 0.743
C 1.5757 1.4867 -1.3384 -0.09 -0.59 -0.86 -0.013
C 2.9231 1.0644 -0.7071 -0.26 -0.03 -0.60 0.013
C 3.7322 2.3059 -0.4218 -0.15 1.66 0.22 0.007
P 2.6540 -0.0649 0.6979 -1.41 1.08 0.65 0.005
C 4.1844 -0.9278 1.1895 1.39 0.37 -0.83 -0.015
C 4.1393 -2.3537 0.5603 0.35 1.30 -1.14 0.049
C 5.5059 -0.1091 0.9599 -1.47 1.16 0.66 0.000
C 2.1390 1.1159 2.0639 -0.10 -0.59 -0.87 0.054
C 3.0559 1.8918 2.7251 0.21 0.32 0.14 -0.079
C 2.7205 2.7929 3.7350 -0.80 -0.76 0.32 0.126
C 1.3942 2.8267 4.1360 -0.16 -0.97 -1.11 -0.063
C 0.4184 2.0634 3.4095 0.07 2.33 2.26 0.163
C 0.7349 1.2725 2.3460 1.04 -0.57 -0.54 0.027
N -0.2027 0.5652 1.6103 -0.48 0.39 -0.39 0.561
C -1.5767 0.9253 1.4866 1.39 0.54 1.24 0.005
C -2.1184 2.1946 1.8709 1.00 -0.18 -0.10 0.156
C -3.4372 2.4598 1.6227 -1.19 0.29 0.39 -0.045
C -4.3071 1.4730 1.1182 1.74 0.51 -0.61 0.121
C -3.7361 0.2789 0.6821 -1.29 -0.05 0.64 -0.073
C -2.4129 -0.0329 0.9229 0.04 -0.72 -1.09 0.030
P -1.6848 -1.6320 0.3150 0.20 0.58 -0.55 0.084
C -2.3932 -2.8515 1.4578 1.81 -0.34 -0.31 0.000
C -1.6818 -2.6025 2.8023 -0.73 1.52 -0.84 -0.001
C -3.9078 -2.9009 1.5295 0.19 0.49 0.19 0.004
C -2.2303 -2.0197 -1.4365 1.85 0.14 2.21 0.027
C -3.6474 -1.9628 -1.7944 -1.43 -0.01 -0.02 0.011
C -1.6728 -3.3755 -1.8109 2.06 0.37 0.32 0.031
H 1.8169 2.1197 -2.2178 -0.17 -0.43 0.32 0.001
H 0.9603 2.1062 -0.7014 0.03 0.23 0.55 -0.003
H 0.9132 0.6346 -1.6498 0.79 0.68 0.19 0.030
H 3.4285 0.4013 -1.4213 0.10 0.21 -0.17 0.001
H 3.6384 3.0664 -1.2303 0.15 -0.73 0.23 0.000
H 4.7794 2.1724 -0.2091 0.36 -0.31 -0.19 0.000
H 3.3473 2.8477 0.4611 -0.08 -0.31 -0.35 0.001
H 4.0641 -0.9606 2.2593 -0.03 -0.48 0.60 0.006
H 3.8879 -2.3006 -0.5558 0.60 -0.07 1.41 0.002
H 3.2910 -2.7969 1.0260 -0.47 -1.01 0.28 -0.012
H 5.0844 -2.9041 0.7225 -0.61 0.22 -0.06 0.005
H 5.7721 0.0789 -0.0645 -0.25 0.05 -0.60 0.000
H 6.3791 -0.5110 1.4048 0.63 -1.10 0.58 0.001
H 5.4069 0.8741 1.4860 0.08 -0.69 -0.68 0.001
H 4.0950 1.8584 2.4702 0.32 -0.29 -0.19 0.008
H 3.5074 3.3098 4.2657 -0.12 0.22 -0.03 0.001
H 1.1526 3.3967 5.0104 -0.53 0.22 0.14 -0.001
H -0.6178 2.1961 3.7078 0.37 -0.37 0.20 0.005
H -1.5054 3.0051 2.3030 -0.36 -0.70 -0.65 -0.004
H -3.8158 3.4694 1.8494 0.11 -0.64 -0.07 -0.001
H -5.3152 1.7254 0.8868 -0.65 -0.02 0.04 0.001
H -4.3919 -0.4494 0.2149 0.18 0.12 0.12 0.004
H -1.9657 -3.8222 1.1232 -0.46 0.43 -0.21 0.006
H -1.8851 -1.5747 3.1293 -0.27 -0.18 0.26 -0.001
H -0.6137 -2.6372 2.7452 0.67 -0.43 -0.29 0.005
H -2.0428 -3.2902 3.5040 -0.45 -0.93 1.29 0.001
H -4.2316 -2.2709 2.3634 -0.26 -0.24 -0.12 -0.001
H -4.1153 -3.9306 1.6930 -0.75 -0.80 0.58 0.000
H -4.4609 -2.6262 0.6280 0.36 0.10 0.27 0.000
H -1.6257 -1.2532 -1.9122 -0.21 0.09 -0.45 -0.011
H -4.2664 -2.6941 -1.2090 0.42 1.08 -0.19 -0.001
H -3.6874 -2.4678 -2.7750 -0.46 1.14 -0.27 0.000
H -3.9392 -0.8797 -1.6897 -0.55 -1.40 -0.81 0.001
H -2.3855 -4.1533 -1.5994 -0.15 -0.47 -0.02 0.000
H -0.6621 -3.6064 -1.3289 -1.32 0.21 -0.60 0.008
H -1.4947 -3.2320 -2.8749 0.05 -0.80 -0.22 0.002
C 1.4118 -0.7671 -3.9254 -0.68 0.28 -0.57 0.005
O 0.0338 -0.7510 -3.4557 1.40 -0.07 -0.73 0.003
C -0.9208 0.0161 -4.1538 -0.81 -0.70 -2.46 0.002
C -1.0760 1.3744 -3.5655 0.22 1.32 0.61 0.000
O -1.6460 1.1214 -2.2485 0.62 0.53 -1.33 -0.002
C -1.9424 2.2794 -1.5213 0.52 1.32 -1.34 -0.005
H 1.5202 -1.1414 -4.9585 -0.44 -0.10 0.34 0.001
H 1.9251 -1.4331 -3.2557 0.18 -0.33 0.27 0.001
H 1.9599 0.1898 -3.9293 -0.64 0.10 0.33 -0.001
H -1.8866 -0.5373 -4.0248 0.63 0.51 -0.01 0.001
H -0.8254 0.0746 -5.3335 0.48 -0.19 2.23 0.000
H -1.6510 2.0907 -4.2406 0.00 -1.03 1.03 0.000
H -0.0872 1.9003 -3.4429 -0.68 -0.61 -0.01 0.000
H -2.8066 2.7870 -1.9609 -0.06 0.11 0.11 0.001
H -1.1174 3.0341 -1.4403 -0.25 -0.64 -0.40 -0.002
H -2.1414 1.9757 -0.5472 -0.59 -0.39 1.39 0.009
```
Positions in Å, forces in eV/Å.

Properties
⟨S²⟩: 2.045
ΔE to the lowest compared entry with this formula, charge and spin, kJ/mol: 188.9
Total charge: +1
Highest occupied orbital energy (alpha / beta), eV: -10.294 / -11.530
F_max, eV/Å: 3.3
2S+1: 3
HOMO-LUMO gap (alpha / beta), eV: 8.227 / 6.595
E_tot, hartree: -2101.47349


Record 3
Formula: C4H12O3Si
Source: the Open Molecules 2025 dataset
Level of theory: ωB97M-V/def2-TZVPD

Geometry as XYZ:
```
20
Properties=species:S:1:pos:R:3:forces:R:3:mulliken_spin:R:1
C 0.7578 -1.7971 -0.3763 -3.96 2.55 -2.76 0.004
C 2.6823 0.6589 -0.3930 -2.59 -2.38 1.74 0.001
C 0.0611 0.5587 1.5588 0.94 0.38 -1.04 0.001
C -3.4653 -0.0642 0.0789 -5.66 8.24 2.39 0.744
O -3.1447 -1.1899 -0.1707 2.60 -7.94 -1.37 0.951
O -2.6674 1.0037 -0.1344 3.55 0.25 -1.34 0.184
O -0.0418 0.9117 -1.1829 -1.70 0.94 2.51 0.003
Si 0.8485 0.0811 -0.1046 2.16 -0.89 1.42 0.000
H 1.5816 -2.2864 -0.0717 2.61 -1.95 1.28 0.000
H -0.2169 -2.1376 0.0103 0.61 -0.23 0.42 -0.001
H 0.5986 -1.9704 -1.4869 0.57 0.17 0.98 0.000
H 3.3149 0.5578 0.4366 0.73 -0.31 1.60 0.000
H 3.1859 0.1680 -1.1415 0.85 -1.98 -1.96 0.000
H 2.8127 1.5979 -0.7034 -0.19 4.23 -0.90 0.000
H -0.9902 0.7397 1.3742 -0.32 -0.37 0.33 0.002
H 0.2755 -0.1150 2.3842 -0.20 -0.09 -0.06 0.000
H 0.4548 1.5429 1.7982 0.18 0.19 0.26 -0.002
H -4.3723 0.2388 0.7458 1.62 -1.21 -0.79 0.112
H 0.0725 0.7721 -2.0685 0.45 -0.46 -3.55 0.000
H -1.7476 0.7294 -0.5532 -2.24 0.84 0.82 0.001
```
Positions in Å, forces in eV/Å.

Properties
⟨S²⟩: 2.006
ΔE to the lowest compared entry with this formula, charge and spin, kJ/mol: 6.5
Total charge: 0
Highest occupied orbital energy (alpha / beta), eV: -5.209 / -10.572
F_max, eV/Å: 10.3
2S+1: 3
HOMO-LUMO gap (alpha / beta), eV: 5.781 / 7.609
E_tot, hartree: -674.67197


Record 4
Formula: C24H66N6O6
Source: the Open Molecules 2025 dataset
Level of theory: ωB97M-V/def2-TZVPD

Geometry as XYZ:
```
102
Properties=species:S:1:pos:R:3:forces:R:3:mulliken_spin:R:1
C 3.9785 3.0960 -0.5229 -0.40 -2.28 1.10 0.000
C 2.9013 4.1502 -0.3914 0.05 -0.26 -0.84 0.000
C 3.1909 5.2054 0.5681 1.88 1.53 2.15 0.000
O 3.5022 4.5889 1.8442 0.03 0.37 -0.73 0.000
C 4.4317 5.2518 2.7193 -0.83 -0.44 -1.03 0.000
N 2.8589 4.6370 -1.7365 -0.08 0.97 -0.75 0.001
H 3.6451 2.3661 -1.2606 -0.06 0.05 -0.39 0.000
H 4.0905 2.4480 0.3464 0.01 0.29 0.45 0.000
H 4.9888 3.3649 -0.8311 -0.33 0.87 0.04 0.000
H 1.8988 3.8983 -0.0455 -0.12 -1.63 -0.07 0.000
H 2.3784 5.9212 0.6931 -0.39 -0.05 -0.02 0.000
H 4.0334 5.8004 0.2156 0.46 0.06 0.05 0.000
H 4.8933 4.4233 3.2565 -0.03 0.41 0.43 0.000
H 3.8790 5.9650 3.3310 0.22 -0.08 0.40 0.000
H 5.2030 5.7926 2.1710 0.07 -0.01 -0.17 0.000
H 2.4237 5.5368 -1.8814 -0.35 -0.16 -0.07 0.000
H 2.5214 3.9066 -2.3471 -0.11 0.46 -0.35 0.000
C 5.1401 2.6308 -3.9101 1.30 1.55 1.29 0.000
C 4.2728 1.9339 -4.8272 -0.43 -0.86 -1.08 0.000
C 3.0369 2.7359 -5.2939 1.12 -0.39 -0.87 0.000
O 2.2458 3.3306 -4.3090 -1.27 -0.71 0.10 0.000
C 1.0753 4.0144 -4.7950 0.56 0.92 0.93 0.000
N 5.1237 1.5027 -5.9599 -1.07 -0.56 -0.27 0.000
H 5.7667 1.9027 -3.3950 -0.25 0.15 0.53 0.000
H 4.5067 3.2603 -3.2851 0.60 -0.02 0.58 0.000
H 5.8823 3.2472 -4.4173 -0.23 0.41 -0.21 0.000
H 3.9871 1.0366 -4.2783 -0.56 -0.28 -0.38 0.000
H 2.5025 2.0163 -5.9141 -0.59 0.21 -0.23 0.000
H 3.4486 3.5330 -5.9130 -0.06 0.18 -0.49 0.000
H 0.5884 4.3805 -3.8911 0.01 0.05 0.04 0.000
H 0.2893 3.5163 -5.3626 0.53 -0.94 -0.14 0.000
H 1.3708 4.8998 -5.3580 0.15 0.02 -0.21 0.000
H 5.2911 2.2462 -6.6227 0.25 0.68 0.26 0.000
H 4.5992 0.8631 -6.5395 -0.08 -0.58 -0.03 0.000
C -5.6762 -0.4063 -2.4693 -0.48 -1.52 -0.33 0.000
C -4.8427 0.7148 -3.0151 0.73 0.21 0.20 0.000
C -3.7231 1.0746 -2.0102 -0.44 0.91 -1.13 0.000
O -3.0217 2.1974 -2.5818 -0.13 -0.60 0.06 0.000
C -1.7423 2.5339 -2.1176 0.64 -0.92 0.65 0.000
N -4.2624 0.2829 -4.3294 -0.56 0.32 0.88 0.000
H -6.6407 -0.4922 -2.9698 -0.16 0.33 0.03 0.000
H -5.8660 -0.4779 -1.3983 0.14 0.58 0.07 0.000
H -5.2034 -1.3475 -2.7499 0.33 -0.14 0.12 0.000
H -5.5048 1.5450 -3.2610 0.20 0.55 0.73 0.000
H -3.1287 0.1735 -1.8594 0.56 0.03 -0.24 0.000
H -4.1345 1.3487 -1.0388 -0.18 0.14 0.11 0.000
H -1.6588 2.7523 -1.0530 -0.81 1.18 0.29 0.000
H -1.3100 3.2927 -2.7699 -0.26 0.10 0.30 0.000
H -1.0346 1.7082 -2.0435 -0.05 -0.63 -1.22 0.000
H -5.1088 0.2841 -4.8804 -0.10 -0.61 -0.69 0.000
H -3.7979 1.0969 -4.7057 0.53 0.23 0.03 0.000
C 2.2960 -0.0907 0.0635 -0.16 0.25 -0.54 0.000
C 1.4146 -0.6775 -1.0942 1.30 0.29 1.49 0.001
C -0.0745 -0.4211 -0.8271 -0.07 -1.10 0.53 0.000
O -0.5329 -1.1577 0.3217 1.05 -0.71 1.00 0.000
C -1.8924 -1.0199 0.7270 0.75 0.27 -1.41 0.000
N 1.9304 -0.2556 -2.4194 -0.38 -0.22 1.13 0.000
H 2.0943 -0.4968 1.0547 -0.43 -0.33 -0.16 0.000
H 2.1559 0.9841 0.1788 0.04 0.15 -0.22 0.000
H 3.3526 -0.2814 -0.1240 -0.04 0.09 -0.22 0.000
H 1.6078 -1.7429 -0.9692 -0.33 -0.32 -0.54 0.001
H -0.5591 -0.8870 -1.6851 -0.69 0.88 -0.37 0.000
H -0.2532 0.6243 -0.5753 -0.17 0.16 -0.75 0.000
H -2.1382 0.0373 0.8262 -0.28 0.04 0.14 0.000
H -2.0718 -1.5499 1.6624 0.29 0.09 0.03 0.003
H -2.4757 -1.4796 -0.0709 -0.65 0.11 0.09 0.000
H 1.6138 -0.8421 -3.1783 -0.19 -0.01 0.05 0.000
H 1.7043 0.7064 -2.6278 -0.02 0.18 -0.04 0.000
C 0.1080 -8.7121 0.8727 -1.10 1.34 -2.52 0.014
C 0.7448 -7.3888 1.3561 1.32 -4.53 0.75 0.033
C -0.3134 -6.2613 1.5656 0.84 2.99 -0.72 0.125
O 0.2620 -5.0369 2.1310 -0.77 -2.85 0.60 0.364
C 0.0535 -3.7698 1.5296 -0.25 -0.24 -0.74 0.013
N 1.3461 -7.8749 2.5822 -1.18 3.77 0.20 0.355
H -0.4137 -8.4882 -0.0577 -0.51 -0.07 -0.10 -0.001
H -0.6375 -9.1257 1.5519 0.36 -0.05 0.18 -0.001
H 0.8426 -9.4236 0.4954 0.24 0.01 0.82 0.000
H 1.5547 -7.0922 0.6896 -0.25 0.55 -0.07 0.007
H -1.1330 -6.6711 2.1558 0.15 0.25 0.24 0.016
H -0.5541 -6.0249 0.5291 -0.69 -0.02 0.02 0.007
H 0.5429 -3.0034 2.1306 -0.08 -0.27 -0.13 -0.002
H -1.0174 -3.6028 1.4136 -0.12 0.14 0.28 0.016
H 0.4181 -3.7989 0.5028 0.35 0.16 -0.18 0.035
H 1.4997 -6.9753 3.0147 1.75 0.03 1.19 0.005
H 0.6324 -8.2546 3.1877 -0.01 -1.12 0.13 0.007
C -3.4656 -2.5259 5.1332 1.39 -0.47 1.36 0.000
C -4.4036 -1.3439 5.1782 0.49 0.16 0.83 0.000
C -4.5898 -0.7319 6.6118 0.83 0.42 -0.44 0.000
O -3.3504 -0.4351 7.3188 -0.96 -0.13 -2.68 0.000
C -3.4591 -0.4838 8.6994 0.96 -0.66 -0.08 0.000
N -3.9386 -0.3228 4.2138 -0.99 -0.41 0.31 0.000
H -3.4883 -3.1818 4.2629 -0.42 0.26 -0.22 0.000
H -3.5152 -3.1556 6.0215 -0.55 -0.28 0.05 0.000
H -2.4437 -2.1616 5.2383 0.21 0.20 -0.28 0.000
H -5.3757 -1.7562 4.9076 -0.35 0.62 -0.21 0.000
H -5.2136 -1.3805 7.2268 0.04 -0.24 0.01 0.000
H -5.1132 0.2133 6.4679 -0.23 0.06 0.03 0.000
H -3.9805 0.3619 9.1477 -0.32 -0.12 0.03 0.000
H -2.4092 -0.4707 8.9922 -0.13 0.07 0.64 0.000
H -3.8660 -1.4738 8.9057 -0.34 0.14 0.92 0.000
H -3.0812 0.0786 4.5656 0.20 0.07 0.08 0.000
H -3.7035 -0.8597 3.3913 0.17 0.31 -0.39 0.000
```
Positions in Å, forces in eV/Å.

Properties
⟨S²⟩: 0.756
ΔE to the lowest compared entry with this formula, charge and spin, kJ/mol: 170.2
Total charge: +1
Highest occupied orbital energy (alpha / beta), eV: -10.153 / -10.142
F_max, eV/Å: 4.8
2S+1: 2
HOMO-LUMO gap (alpha / beta), eV: 7.489 / 1.240
E_tot, hartree: -1733.40653